Entry 1:
Formula: C5H8O
Source: OMol25
Level of theory: ωB97M-V with the def2-TZVPD basis set

CARTESIAN COORDINATES (ANGSTROEM)
C  1.6162  -0.2015  0.4079
C  0.8998  0.7728  -0.5216
C  -0.3614  0.4727  -1.2826
C  -1.6979  -1.0807  0.6205
O  -1.4794  -0.6078  1.7071
C  -0.4873  1.2957  -0.2915
H  0.9416  -0.7568  1.0677
H  2.3109  0.3536  1.0498
H  2.2132  -0.9219  -0.1657
H  1.5983  1.4652  -0.9981
H  -0.8291  -0.0603  -2.0986
H  -1.0710  -1.8868  0.1881
H  -2.5335  -0.7448  -0.0242
H  -1.1202  1.9005  0.3412

Maximum force = 0.606 eV Å⁻¹
HOMO = -9.46 eV
ΔE to the lowest compared entry with this formula, charge and spin = 88.8 kcal/mol
Gap between HOMO and LUMO = 10.29 eV
E_LUMO = 0.8 eV

=====

Entry 2:
Formula: C5H8O
Source: OMol25
Level of theory: ωB97M-V with the def2-TZVPD basis set

CARTESIAN COORDINATES (ANGSTROEM)
C  1.6521  -0.2426  -0.2818
C  0.1746  -0.0020  -0.1481
C  -0.4516  1.1188  -0.8552
C  -1.7654  0.1037  0.9307
C  -0.7967  -1.0001  0.4380
O  -0.3153  1.1947  0.5789
H  2.1834  0.6728  -0.5618
H  1.8005  -0.9747  -1.0857
H  2.0966  -0.6482  0.6312
H  0.1802  1.8557  -1.3401
H  -1.4768  1.0215  -1.1975
H  -1.7254  0.1713  2.0295
H  -0.2918  -1.6134  1.1998
H  -1.2437  -1.6685  -0.3073

Maximum force = 0.351 eV Å⁻¹
HOMO = -7.60 eV
ΔE to the lowest compared entry with this formula, charge and spin = 123.5 kcal/mol
Gap between HOMO and LUMO = 8.52 eV
E_LUMO = 0.9 eV

=====

Entry 3:
Formula: C5H8O
Source: OMol25
Level of theory: ωB97M-V with the def2-TZVPD basis set

CARTESIAN COORDINATES (ANGSTROEM)
C  0.4486  1.7159  1.2094
C  0.6331  0.7224  0.0806
O  1.6935  0.6084  -0.5026
C  -0.5377  -0.1500  -0.2493
C  -0.4192  -1.0470  -1.4477
C  -0.2903  -1.6397  -0.0867
H  0.1111  2.6771  0.8036
H  -0.2949  1.3724  1.9365
H  1.4119  1.8743  1.6992
H  -1.5206  0.2136  0.0424
H  0.4924  -0.9260  -2.0249
H  -1.3178  -1.2534  -2.0204
H  -1.1090  -2.2348  0.3069
H  0.6988  -1.9332  0.2530

Maximum force = 0.471 eV Å⁻¹
HOMO = -9.66 eV
ΔE to the lowest compared entry with this formula, charge and spin = 19.6 kcal/mol
Gap between HOMO and LUMO = 10.75 eV
E_LUMO = 1.1 eV

=====

Entry 4:
Formula: C5H8O
Source: OMol25
Level of theory: ωB97M-V with the def2-TZVPD basis set

CARTESIAN COORDINATES (ANGSTROEM)
C  -0.9290  -0.2571  -0.8053
C  -0.2833  1.1562  -0.8564
C  0.8568  0.6570  0.0682
O  0.4811  0.6392  1.4495
C  0.2433  -0.7798  1.4249
C  0.3389  -0.8062  -0.0967
H  -1.8367  -0.3141  -0.1942
H  -1.1491  -0.7051  -1.7796
H  -0.8747  1.9956  -0.4797
H  0.0644  1.3921  -1.8699
H  1.8797  1.0077  -0.0710
H  -0.7233  -1.0283  1.8788
H  1.0459  -1.3457  1.9234
H  0.8860  -1.6116  -0.5919

Maximum force = 0.913 eV Å⁻¹
HOMO = -9.49 eV
ΔE to the lowest compared entry with this formula, charge and spin = 48.2 kcal/mol
Gap between HOMO and LUMO = 10.68 eV
E_LUMO = 1.2 eV

=====

Entry 5:
Formula: C5H8O
Source: OMol25
Level of theory: ωB97M-V with the def2-TZVPD basis set

CARTESIAN COORDINATES (ANGSTROEM)
C  0.7028  1.0618  -1.2661
C  0.4875  0.0030  -0.1860
C  0.6791  -1.3974  0.3721
C  -0.7171  -0.8592  0.1421
C  -1.0593  0.2775  1.0734
O  0.2766  0.7722  1.0232
H  0.2529  1.9663  -0.8272
H  1.7472  1.3210  -1.4453
H  0.1782  0.8815  -2.2044
H  1.0665  -1.4342  1.3910
H  0.9052  -2.2964  -0.2008
H  -1.4034  -1.3982  -0.5053
H  -1.3858  0.1367  2.1027
H  -1.7306  0.9653  0.5306

Maximum force = 0.617 eV Å⁻¹
HOMO = -9.37 eV
ΔE to the lowest compared entry with this formula, charge and spin = 69.3 kcal/mol
Gap between HOMO and LUMO = 10.46 eV
E_LUMO = 1.1 eV

=====

Entry 6:
Formula: C5H8O
Source: OMol25
Level of theory: ωB97M-V with the def2-TZVPD basis set

CARTESIAN COORDINATES (ANGSTROEM)
O  2.1669  -0.3708  1.7474
C  1.3023  -0.2160  0.7367
C  -0.0737  -0.6569  0.8415
C  -1.1554  -0.5027  -0.1387
C  -1.1893  0.3859  -1.2217
C  -0.2155  1.1973  -1.7290
H  1.7895  -0.9163  2.4502
H  1.7522  0.3339  -0.0749
H  -0.4389  -0.0466  1.6994
H  -0.0903  -1.6844  1.2405
H  -2.0499  -1.0674  0.0984
H  -2.1566  0.4351  -1.7276
H  0.8050  1.2304  -1.3787
H  -0.4463  1.8786  -2.5434

Maximum force = 2.160 eV Å⁻¹
HOMO (alpha / beta) = -6.66 / -7.44 eV
ΔE to the lowest compared entry with this formula, charge and spin = 94.4 kcal/mol
Gap between HOMO and LUMO (alpha / beta) = 6.56 / 8.26 eV
E_LUMO (alpha / beta) = -0.1 / 0.8 eV

=====

Entry 7:
Formula: C5H8O
Source: OMol25
Level of theory: ωB97M-V with the def2-TZVPD basis set

CARTESIAN COORDINATES (ANGSTROEM)
C  -1.0885  -0.9484  0.3351
C  0.0540  -0.1735  0.9596
C  1.2935  -0.1563  0.0551
C  0.7349  0.8796  -0.8856
C  -1.1772  0.1948  -0.6488
O  -0.5432  1.1097  0.5226
H  -0.8673  -1.9435  -0.0467
H  -1.9392  -0.9880  1.0345
H  0.2234  -0.2118  2.0343
H  2.1862  0.1849  0.5757
H  1.5094  -1.0997  -0.4373
H  1.1212  1.8958  -0.7203
H  0.6662  0.6507  -1.9164
H  -2.1734  0.6057  -0.8619

Maximum force = 3.115 eV Å⁻¹
HOMO (alpha / beta) = -7.48 / -7.48 eV
ΔE to the lowest compared entry with this formula, charge and spin = 140.7 kcal/mol
Gap between HOMO and LUMO (alpha / beta) = 8.50 / 8.50 eV
E_LUMO (alpha / beta) = 1.0 / 1.0 eV

=====

Entry 8:
Formula: C5H8O
Source: OMol25
Level of theory: ωB97M-V with the def2-TZVPD basis set

CARTESIAN COORDINATES (ANGSTROEM)
C  0.0163  0.0300  1.8765
C  0.6539  0.5614  0.5981
C  -0.2583  0.4809  -0.6258
O  0.2918  1.3484  -1.6057
C  -0.3810  -0.8835  -1.1762
C  -0.4691  -1.9427  -1.7443
H  -0.8996  0.5833  2.1181
H  0.7044  0.1390  2.7212
H  -0.2428  -1.0306  1.7888
H  1.5846  0.0304  0.3724
H  0.9118  1.6193  0.7157
H  -1.2656  0.8251  -0.3371
H  -0.1065  1.1220  -2.4559
H  -0.5398  -2.8832  -2.2459

Maximum force = 0.501 eV Å⁻¹
HOMO = -10.15 eV
ΔE to the lowest compared entry with this formula, charge and spin = 48.9 kcal/mol
Gap between HOMO and LUMO = 11.14 eV
E_LUMO = 1.0 eV